Entry 1:
C38H57N2P2Ti | ωB97M-V/def2-TZVPD

The calculation puts the calculated total energy at -85000.6090 eV. The LUMO energy comes out at -0.1129 Ha. The total charge is +1.

Element x y z (Å)
Ti (-0.42218, 0.29598, 0.13705)
P (-2.21309, -1.38741, -0.71238)
P (0.21285, 0.18376, 2.56662)
N (0.56676, -1.35600, 0.12916)
N (0.28916, 1.66108, -0.56799)
C (-3.40917, -0.55326, -1.86121)
C (0.36243, 4.13652, -3.28277)
C (4.53537, -2.58055, 4.10886)
C (1.57118, -0.99458, 2.29377)
C (2.23285, 1.93292, 3.55883)
C (3.38862, -3.03693, 1.90228)
C (-2.99583, -2.85238, 0.07665)
C (-0.98517, -2.51116, -3.02454)
C (2.53728, -1.28945, 3.25472)
C (-0.92671, -0.72062, 3.71128)
C (-0.09778, -3.45997, -5.17973)
C (-0.12262, 3.39991, -2.19949)
C (-4.18650, -2.40436, 0.92825)
C (3.32899, 3.19363, 0.45081)
C (-3.33641, -3.99904, -0.87403)
C (-1.16565, -2.13313, 3.17871)
C (0.05476, 2.92822, 2.77030)
C (3.23794, 0.80288, -0.30864)
C (0.79876, 2.60222, -1.48058)
C (1.54217, -1.70994, 1.08175)
C (1.56048, -2.16972, -2.00138)
C (1.37416, -2.67340, -3.27300)
C (-0.42977, -0.77240, 5.15585)
C (2.44749, -2.75905, 0.92577)
C (2.18193, 2.74280, -1.70128)
C (-1.63264, 3.54123, -1.89646)
C (-0.83261, -2.01394, -1.73064)
C (0.71800, 1.72836, 3.45760)
C (-2.63332, 0.35444, -2.82466)
C (-2.13996, 3.12414, -0.51209)
C (-4.43454, -1.39064, -2.62584)
C (3.27659, 2.25635, -0.76198)
C (0.46503, -1.86756, -1.19035)
C (1.70529, 4.16879, -3.60134)
C (-2.08172, 5.00612, -2.09128)
C (0.09997, -2.87318, -3.80560)
C (3.47510, -2.29484, 3.07689)
C (2.60456, 3.51410, -2.77683)
H (-5.00402, -2.02908, 0.30850)
H (2.56155, -2.00243, -1.63451)
H (-0.47219, 0.19174, 5.65977)
H (2.40989, 0.62853, 0.37356)
H (-5.00675, -0.72593, -3.27849)
H (4.59214, -3.64664, 4.33313)
H (-1.02954, 2.81632, 2.70718)
H (-5.14534, -1.88653, -1.96631)
H (2.05091, 4.72896, -4.46095)
H (-3.61132, -4.87054, -0.27527)
H (-1.77943, 0.86013, -2.36648)
H (4.33677, -2.04920, 5.03925)
H (-2.17958, 2.94696, -2.63343)
H (5.51955, -2.26982, 3.75249)
H (-2.21450, -3.21385, 0.74633)
H (3.13016, 0.12675, -1.15527)
H (-1.26648, -2.14801, 2.09528)
H (-2.07147, -2.55467, 3.62012)
H (-4.57238, -3.24838, 1.50341)
H (3.46779, 4.23134, 0.14063)
H (3.66903, 3.60617, -2.96286)
H (2.24412, -2.91171, -3.87554)
H (-3.90975, -1.61671, 1.63357)
H (0.26132, 3.83888, 3.33676)
H (-2.48556, -4.28259, -1.49464)
H (2.67931, 1.32403, 4.34275)
H (-4.18076, -3.76727, -1.52096)
H (-3.96188, 0.09506, -1.17774)
H (-1.58273, 3.62490, 0.28138)
H (2.74234, 1.70519, 2.62057)
H (-0.32551, 4.70277, -3.89496)
H (-1.06168, -1.46173, 5.72058)
H (4.16231, 0.55118, 0.21705)
H (-3.09052, 5.14143, -1.69956)
H (-2.10794, 5.30808, -3.13534)
H (-3.29726, 1.12815, -3.21226)
H (0.59193, -1.15404, 5.21052)
H (0.29364, 1.63601, 4.45400)
H (2.40390, -3.38006, 0.04217)
H (-2.08888, 2.05290, -0.32770)
H (2.43552, 2.97866, 3.80022)
H (-1.97951, -2.62739, -3.43789)
H (-3.18887, 3.40748, -0.42025)
H (-1.86473, -0.16053, 3.67548)
H (-3.97208, -2.14726, -3.25972)
H (2.39312, 3.13640, 1.01552)
H (-1.41495, 5.68822, -1.55902)
H (4.15177, 2.92125, 1.11797)
H (4.07596, -3.86213, 1.74507)
H (-2.24694, -0.21451, -3.67119)
H (-0.47528, -4.48291, -5.11458)
H (0.43677, 3.05429, 1.75740)
H (2.55572, -0.72695, 4.17829)
H (4.20662, 2.38806, -1.31670)
H (-0.81987, -2.88044, -5.75743)
H (0.83867, -3.48700, -5.73612)
H (-0.32516, -2.78151, 3.43513)

Results of the Mulliken charge analysis, in e, for atoms 1 through 4: number 1, Ti, carries -1.0580; number 2, P, carries 1.1140; number 3, P, carries 0.9361; number 4, N, carries 1.8665

Entry 2:
C38H58F18O40S7 | ωB97M-V/def2-TZVPD

The calculation puts the calculated total energy at -247003.0720 eV. The energy above the lowest of the compared OMol25 structures with the same formula, charge and spin is 0.00 kJ/mol. The LUMO energy comes out at 0.0077 Ha. The total charge is 0.

Element x y z (Å)
S (2.83270, -3.80213, -4.39242)
S (2.04743, 2.75075, -4.17167)
S (0.32657, -6.01539, 0.66125)
S (4.02789, -1.88714, -0.28814)
S (-2.46808, -1.07190, 2.84154)
S (-6.85105, 1.28140, 1.41034)
S (1.83801, 0.27264, 5.46116)
F (-5.90965, -6.27851, 0.70810)
F (1.33129, 1.33592, 0.37652)
F (-6.70397, -1.58400, -3.69783)
F (1.86656, 4.62115, 0.48433)
F (0.34963, 4.29919, 1.94899)
F (-3.77257, 2.89996, 1.22997)
F (-5.67036, -4.47419, -0.43564)
F (-4.70492, -4.64204, 1.51665)
F (8.71548, 4.74180, 3.48532)
F (6.75894, 4.83573, 4.39195)
F (-2.11801, 3.61018, 2.42898)
F (0.71233, 6.35988, 1.24291)
F (-5.21607, -3.06697, -4.36458)
F (-5.33053, -2.42931, -2.27572)
F (7.95353, 3.02276, 4.54889)
F (-0.07124, 2.37114, -0.89553)
F (-0.61985, 1.98607, 1.13542)
F (-4.04235, 4.55194, 2.57065)
O (2.42864, -0.45512, 4.10153)
O (-6.56827, -0.30614, 1.53987)
O (2.83437, -2.47412, 0.69408)
O (7.57045, 2.66347, 1.83202)
O (-4.78744, 0.08409, -4.44524)
O (-6.37453, 1.96232, 2.58583)
O (-5.84301, 1.52669, 0.17965)
O (-0.15680, -7.25677, 0.10123)
O (-3.12448, -6.73188, 0.28262)
O (1.63833, -3.01426, -4.50770)
O (-0.90262, -4.95732, 0.86271)
O (1.70717, 3.75779, -3.21701)
O (1.42465, 1.62093, 4.62257)
O (-2.85039, 0.48307, 2.49880)
O (3.14848, -4.57616, -5.81744)
O (4.08770, -2.77242, -4.52953)
O (-3.47829, -5.31800, -1.41180)
O (2.70419, 6.53789, 2.95142)
O (-2.14358, 5.98008, 0.89092)
O (5.18198, -2.82957, 0.41434)
O (2.89327, 0.62699, 6.35702)
O (5.84874, 4.06767, 2.13522)
O (3.05994, -4.70785, -3.31178)
O (-3.39902, -1.13756, 4.16800)
O (-8.18188, 1.51411, 0.94812)
O (-3.00020, 4.50767, -0.56081)
O (-1.10052, -1.23358, 3.23333)
O (0.74548, 1.83812, -4.47382)
O (-1.85267, 0.14056, -0.43841)
O (2.70948, 3.12951, -5.38180)
O (0.18251, -0.80504, -0.30734)
O (0.53338, -6.18090, 2.26756)
O (-3.24107, -1.18854, -3.47891)
O (2.70294, 4.33438, 3.21618)
O (2.86745, 1.56595, -3.39432)
O (4.21546, -0.48565, -0.06494)
O (-2.96499, -1.99118, 1.84984)
O (3.83980, -2.30629, -1.65051)
O (1.49006, -5.38529, 0.08593)
O (0.69784, -0.46690, 5.90352)
C (-2.40475, -5.88007, -2.21303)
C (-2.34382, -5.01248, -3.45777)
C (-3.84200, 1.14181, -4.69979)
C (-0.66840, 0.17823, -0.29688)
C (1.09693, 1.26583, 3.27810)
C (-1.21937, 4.91557, -2.22664)
C (-4.38197, -0.97763, -3.81222)
C (-5.05359, 0.34088, -0.10001)
C (-1.32801, -4.87073, 2.20763)
C (4.37756, -4.13432, -6.37423)
C (-2.73456, 4.97152, 0.64750)
C (-5.46514, -2.04835, -3.54416)
C (-0.14931, -2.69279, -1.76973)
C (7.62638, 4.02654, 3.75789)
C (-3.17609, 3.98216, 1.74282)
C (-0.74915, -6.08219, 2.88982)
C (1.98472, 0.10150, 2.85326)
C (-3.71900, 1.06871, 3.46929)
C (-5.81052, -0.83685, 0.45442)
C (-0.25634, -2.16685, -0.35383)
C (-3.77483, -5.87263, -0.24595)
C (0.02747, 1.48901, 0.09851)
C (-3.77238, 2.08881, -3.50981)
C (2.09787, 0.35588, -3.25125)
C (-2.61253, 5.27344, -1.69996)
C (4.33921, 2.44915, 1.22484)
C (3.34432, -3.31040, 1.72012)
C (5.13032, -3.34724, -5.30173)
C (5.18856, 3.66740, 0.91690)
C (4.58379, -3.89570, 1.15910)
C (0.70249, 0.62848, -3.76449)
C (1.27297, 5.19682, 1.53448)
C (5.00761, 7.23922, 3.19181)
C (-3.58813, 0.16599, 4.69915)
C (2.28456, 5.31889, 2.67024)
C (3.76120, 6.72882, 3.91116)
C (-5.04466, -5.31017, 0.40707)
C (7.00273, 3.52957, 2.43415)
H (4.94267, 1.57694, 1.45323)
H (-2.69020, -6.89810, -2.47296)
H (-0.85599, 5.73109, -2.84885)
H (5.28517, 6.64866, 2.32271)
H (-0.69818, -3.62254, -1.89647)
H (-2.86363, 0.72878, -4.93976)
H (4.57037, 4.51462, 0.61931)
H (0.07301, 0.89068, 3.37250)
H (-6.48226, -1.28946, -0.27809)
H (5.71213, -4.03598, -4.68445)
H (2.55165, -0.45166, -3.82861)
H (-1.34601, -6.97183, 2.68160)
H (3.54874, 2.57595, 1.96770)
H (-3.18123, 2.97040, -3.77353)
H (1.03592, 2.11385, 2.60139)
H (-4.88102, 0.38726, -1.17239)
H (-4.71387, 2.54510, -3.20065)
H (5.80077, 7.10292, 3.93242)
H (2.67869, -4.07155, 2.12245)
H (-3.18289, -5.30350, -4.09348)
H (5.90657, 3.51245, 0.11223)
H (-2.38949, -3.93246, -3.33594)
H (-1.47747, -5.89970, -1.63388)
H (-4.75217, 1.14739, 3.12326)
H (-1.44714, -5.21463, -4.04738)
H (-3.27642, 1.64217, -2.64788)
H (-1.09810, -3.89353, 2.63970)
H (-4.42571, 0.22566, 5.38234)
H (4.89717, -5.08968, -6.48860)
H (-0.62407, -5.96816, 3.96302)
H (-3.33381, 2.07973, 3.59371)
H (-3.38106, 5.07957, -2.45103)
H (5.77071, -2.55486, -5.67723)
H (3.93194, 5.86898, 4.55426)
H (-0.55366, 4.77139, -1.37774)
H (-2.41686, -4.83334, 2.26264)
H (3.70701, 2.40139, 0.32773)
H (2.94049, 0.41563, 2.42937)
H (0.89734, -2.98516, -1.90118)
H (-0.38062, -2.00796, -2.58342)
H (-0.02122, 0.73339, -2.94636)
H (4.90648, 8.30415, 3.00170)
H (4.34777, -4.67726, 0.43288)
H (0.35878, -2.76497, 0.31071)
H (1.48671, -0.66921, 2.27027)
H (5.24939, -4.25509, 1.93976)
H (0.30078, -0.17877, -4.37757)
H (-1.29843, -2.15000, -0.02827)
H (2.17756, 0.04443, -2.21101)
H (4.32072, -3.61418, -7.32895)
H (-4.08718, 0.48946, 0.38245)
H (-1.23771, 3.99835, -2.81254)
H (-2.73857, 6.34111, -1.51284)
H (-4.20232, 1.59689, -5.61992)
H (-5.20365, -1.63306, 0.88210)
H (3.33537, 7.52122, 4.52815)
H (-2.63322, 0.48574, 5.12877)
H (3.58183, -2.61420, 2.53344)

Results of the Mulliken charge analysis, in e, for atoms 1 through 4: number 1, S, carries 1.2848; number 2, S, carries 1.0334; number 3, S, carries 0.7875; number 4, S, carries 0.4906